(1)
An isolated ion of composition C4H8NOS and charge -1 in a non-equilibrium geometry, computed with ωB97M-V/def2-TZVPD.

Structure (XYZ):
```
15
Properties=species:S:1:pos:R:3
O -1.62 2.43 -0.11
C -1.23 1.57 0.66
N -0.01 1.01 0.69
C 0.24 -0.07 1.63
C 0.57 -1.39 0.91
C 0.00 -1.58 -0.46
S 0.93 -0.61 -1.75
H -1.93 1.19 1.43
H 0.41 0.98 -0.25
H 1.04 0.19 2.32
H -0.70 -0.23 2.16
H 1.62 -1.42 0.80
H 0.40 -2.22 1.61
H 0.08 -2.59 -0.83
H -1.06 -1.32 -0.56
```

Charge = -1
E_LUMO = 3.91 eV
E = -685.43690 a.u.
Frontier orbital gap = 6.681 eV
SMILES = O=CNCCC[S-]
HOMO = -2.8 eV

***

(2)
C9H29CsN2O6 as an isolated structure in a non-equilibrium geometry, computed with ωB97M-V/def2-TZVPD.

Structure (XYZ):
```
47
Properties=species:S:1:pos:R:3
Cs 2.83 -0.42 -1.58
O 0.58 0.07 -0.77
H 1.27 0.72 -0.99
C -0.97 -1.64 -2.29
O -1.53 -2.40 -3.09
N -1.48 -1.10 -1.23
N 0.19 -1.13 -2.53
H -0.79 -0.52 -0.77
H -2.25 -1.53 -0.74
H 0.77 -1.58 -3.22
H 0.51 -0.32 -2.02
C 0.93 -3.73 1.04
C 0.85 -2.58 0.00
O 1.08 -1.24 0.50
H 1.48 -3.48 1.95
H 1.47 -4.65 0.81
H -0.11 -4.01 1.21
H -0.03 -2.70 -0.64
H 1.64 -2.86 -0.70
H 0.81 -0.55 -0.10
C -2.42 2.24 -0.90
C -1.04 1.78 -1.55
O 0.05 2.19 -0.70
H -3.22 1.63 -1.33
H -2.55 3.21 -1.38
H -2.30 2.47 0.15
H -0.85 2.06 -2.59
H -0.92 0.71 -1.68
H 0.44 1.36 -0.43
C -0.62 -0.10 2.61
C -1.07 0.53 1.34
O -2.31 -0.06 0.84
H -1.25 0.09 3.47
H 0.38 0.28 2.84
H -0.59 -1.19 2.59
H -0.26 0.54 0.61
H -1.17 1.60 1.55
H -1.96 -0.62 0.14
C 1.14 2.41 1.65
C 2.12 1.92 0.60
O 2.23 0.47 0.57
H 1.30 1.65 2.41
H 0.08 2.24 1.46
H 1.26 3.36 2.17
H 3.05 2.40 0.90
H 1.82 2.32 -0.37
H 1.41 0.17 0.18
```

Charge = 0
E_LUMO = -0.65 eV
E = -940.74204 a.u.
Frontier orbital gap = 8.650 eV
HOMO = -9.3 eV

***

(3)
C5H10O2 as an isolated structure, computed with ωB97M-V/def2-TZVPD.

Structure (XYZ):
```
17
Properties=species:S:1:pos:R:3
C -2.37 -0.32 -0.09
C -1.17 0.41 -0.68
C 0.24 -0.49 0.19
O 0.85 -1.43 -0.49
C 0.63 0.83 -0.09
C 2.83 -0.07 0.66
O 2.39 -0.42 1.74
H -3.28 0.00 -0.62
H -2.28 -1.40 -0.19
H -2.52 -0.08 0.97
H -1.02 0.17 -1.74
H -1.37 1.49 -0.60
H -0.21 -0.74 1.15
H 1.86 -1.01 -0.45
H 0.52 1.63 0.62
H 1.04 1.05 -1.07
H 3.86 0.41 0.70
```

Charge = 0
E_LUMO (alpha / beta) = 0.64 / 0.64 eV
E = -346.78193 a.u.
Frontier orbital gap (alpha / beta) = 7.540 / 7.540 eV
HOMO (alpha / beta) = -6.9 / -6.9 eV

***

(4)
C3H9N2 as an isolated structure in a non-equilibrium geometry, computed with ωB97M-V/def2-TZVPD.

Structure (XYZ):
```
14
Properties=species:S:1:pos:R:3
C -1.93 0.63 -0.53
C -1.47 -0.55 0.38
C 2.64 -0.27 0.14
N 1.71 0.17 -0.59
N -0.29 -0.96 0.38
H -1.08 1.28 -0.51
H -2.90 1.08 -0.18
H -2.25 -1.05 1.03
H 3.50 0.20 0.33
H 2.18 -1.23 0.56
H 1.79 1.06 -1.18
H -2.00 0.31 -1.58
H 0.62 -0.46 -0.28
H -0.05 -1.88 0.76
```

Charge = +1
E_LUMO = -3.76 eV
E = -228.90306 a.u.
Frontier orbital gap = 11.569 eV
HOMO = -15.3 eV

***

(5)
The molecule C9H11O2P in a non-equilibrium geometry, computed with ωB97M-V/def2-TZVPD.

Structure (XYZ):
```
23
Properties=species:S:1:pos:R:3
C -0.08 1.45 -0.58
C 1.86 -0.01 0.11
C 1.24 1.36 -0.10
C 3.18 -0.04 0.62
C 0.12 -0.56 -1.88
C -0.40 -1.51 0.64
C -0.77 0.35 -1.11
C -1.46 -0.53 0.22
C -2.18 0.25 1.26
O 1.87 2.32 0.21
O 3.92 -1.02 0.83
P 1.14 -1.41 -0.56
H -0.65 2.28 -0.24
H 3.58 1.05 0.48
H -0.43 -1.28 -2.46
H 0.68 0.11 -2.42
H -0.10 -1.31 1.62
H -0.71 -2.50 0.62
H -1.74 0.73 -1.56
H -2.15 -1.12 -0.39
H -1.30 0.60 1.94
H -2.84 -0.37 1.79
H -2.78 1.16 0.98
```

Charge = 0
E_LUMO (alpha / beta) = 0.66 / -2.43 eV
E = -841.20907 a.u.
Frontier orbital gap (alpha / beta) = 8.929 / 6.623 eV
Spin multiplicity = 3
HOMO (alpha / beta) = -8.3 / -9.0 eV

***

(6)
C17H31BeCl3O2P2 as an isolated structure in a non-equilibrium geometry, computed with ωB97M-V/def2-TZVPD.

Structure (XYZ):
```
56
Properties=species:S:1:pos:R:3
P 0.38 -2.43 -0.17
P -0.70 0.66 -2.08
C -0.17 -2.18 -1.92
C 0.10 -0.86 -2.67
H -1.25 -2.37 -1.93
H 0.33 -2.97 -2.49
H 1.18 -0.69 -2.82
H -0.32 -1.00 -3.68
C -2.37 0.85 -2.75
H -2.94 1.58 -2.17
H -2.91 -0.11 -2.70
H -2.35 1.18 -3.80
C 0.21 2.06 -2.89
H -0.26 2.37 -3.85
H 1.26 1.78 -3.09
H 0.23 2.95 -2.23
C 0.49 -4.30 -0.08
H 0.49 -4.76 0.92
H 1.49 -4.43 -0.47
H -0.22 -4.78 -0.75
C 2.18 -2.09 -0.55
H 2.31 -1.09 -0.99
H 2.57 -2.83 -1.27
H 2.79 -2.13 0.35
Be -0.58 -3.51 1.37
C 1.32 4.02 1.16
C 0.10 4.42 0.69
C -1.12 3.77 0.05
C -1.51 2.33 0.32
C -0.62 1.22 -0.30
C 0.73 1.18 0.20
C 1.92 1.90 -0.10
C 2.01 2.71 1.23
C -2.16 -4.07 1.52
H 1.91 4.80 1.66
H -0.09 5.49 0.82
H -1.12 3.95 -1.04
H -1.98 4.35 0.47
H -1.59 2.22 1.42
H -2.52 2.13 -0.04
H -1.10 0.31 0.14
H 0.85 0.46 1.04
H 1.98 2.51 -1.03
H 2.78 1.18 -0.10
H 1.60 2.11 2.06
H 3.07 2.88 1.46
H -1.97 -5.12 1.78
H -2.79 -4.02 0.62
H -2.67 -3.59 2.36
Cl 0.68 -0.83 5.69
C 0.49 -0.68 3.95
Cl -0.40 0.79 3.54
Cl 2.08 -0.69 3.15
C -0.42 -1.92 3.45
O -1.49 -2.05 3.99
O 0.11 -2.69 2.51
```

Charge = 0
E_LUMO = 0.06 eV
E = -2894.69491 a.u.
Frontier orbital gap = 4.795 eV
HOMO = -4.7 eV

***

(7)
BrH6O3Zn as an isolated structure in a non-equilibrium geometry, computed with ωB97M-V/def2-TZVPD.

Structure (XYZ):
```
11
Properties=species:S:1:pos:R:3
Zn -1.71 1.89 -0.84
Br 0.43 0.57 -0.28
O 0.01 -2.28 1.12
H 0.34 -1.49 0.69
H -0.38 -2.92 0.48
O -0.21 -1.49 -2.91
H 0.21 -0.85 -2.25
H -0.67 -0.83 -3.44
O 0.77 2.35 2.83
H 0.84 1.88 2.00
H 0.35 3.16 2.60
```

Charge = +1
E_LUMO = -10.02 eV
E = -4582.26502 a.u.
Frontier orbital gap = 4.326 eV
HOMO = -14.3 eV

***

(8)
C29H25Cl2GeO3SY as an isolated structure, computed with ωB97M-V/def2-TZVPD.

Structure (XYZ):
```
62
Properties=species:S:1:pos:R:3
Y -1.94 -0.48 -0.41
Cl -3.61 -2.20 -1.88
C -5.10 -1.27 -2.03
C -6.26 -2.02 -2.14
C -7.47 -1.36 -2.27
C -7.48 0.03 -2.28
C -6.30 0.74 -2.16
Cl -6.42 2.47 -2.18
C -5.05 0.12 -2.02
S -3.57 1.05 -1.89
H -6.20 -3.10 -2.12
H -8.39 -1.92 -2.36
H -8.41 0.57 -2.37
C -3.35 -2.44 2.58
C -2.93 -1.57 1.43
O -3.76 -0.72 1.04
H -4.30 -2.12 3.00
H -2.57 -2.46 3.34
H -3.43 -3.47 2.21
O -0.14 -2.04 -0.48
C 0.21 -1.59 -1.62
O -0.57 -0.84 -2.27
C 1.60 -1.81 -2.13
C 2.36 -0.48 -2.04
Ge 2.44 0.30 -0.25
C 3.27 -0.88 1.05
C 2.69 -2.11 1.40
C 3.31 -2.95 2.31
C 4.51 -2.58 2.89
C 5.10 -1.37 2.56
C 4.48 -0.53 1.64
C 3.41 1.99 -0.34
C 3.40 2.85 0.76
C 4.07 4.06 0.72
C 4.77 4.43 -0.43
C 4.78 3.59 -1.53
C 4.11 2.37 -1.48
C 0.66 0.81 0.45
C -0.14 1.75 -0.22
C -1.34 2.21 0.32
C -1.77 1.72 1.56
C -0.99 0.79 2.24
C 0.21 0.34 1.69
H 1.55 -2.14 -3.17
H 2.09 -2.59 -1.54
H 1.89 0.25 -2.71
H 3.39 -0.61 -2.36
H 1.75 -2.41 0.95
H 2.85 -3.89 2.57
H 4.99 -3.23 3.61
H 6.04 -1.07 3.01
H 4.95 0.42 1.39
H 2.86 2.58 1.66
H 4.06 4.72 1.58
H 5.29 5.38 -0.46
H 5.32 3.87 -2.42
H 4.13 1.73 -2.35
H 0.19 2.14 -1.18
H -1.95 2.92 -0.22
H -2.71 2.04 1.96
H -1.32 0.40 3.19
H 0.80 -0.39 2.23
```

Charge = 0
E_LUMO = 0.15 eV
E = -4779.77846 a.u.
Frontier orbital gap = 7.672 eV
HOMO = -7.5 eV

***

(9)
C22H28IN2O2S4Ti as an isolated structure in a non-equilibrium geometry, computed with ωB97M-V/def2-TZVPD.

Structure (XYZ):
```
60
Properties=species:S:1:pos:R:3
Ti 0.08 1.36 0.56
C 3.45 0.12 1.31
C 3.05 -0.94 0.30
S 1.24 -1.16 0.28
C 1.11 -2.11 -1.27
C -0.19 -2.00 -2.04
S -0.58 -0.40 -2.80
C 0.71 -0.18 -4.06
C 2.04 0.43 -3.55
S 1.77 1.64 -2.22
C 3.50 1.90 -1.68
C 3.59 2.50 -0.30
S 2.68 1.74 1.08
H 4.53 0.25 1.31
H 3.17 -0.19 2.32
H 3.51 -1.89 0.58
H 3.38 -0.68 -0.70
H 1.24 -3.16 -1.01
H 1.95 -1.83 -1.91
H -1.05 -2.24 -1.40
H -0.18 -2.75 -2.83
H 0.25 0.49 -4.78
H 0.91 -1.13 -4.55
H 2.54 0.93 -4.38
H 2.70 -0.36 -3.20
H 3.97 2.59 -2.38
H 4.04 0.96 -1.74
H 3.23 3.53 -0.30
H 4.64 2.54 0.00
C -3.43 1.64 -2.42
C -3.43 0.42 -1.60
N -4.34 -0.51 -1.84
C -4.44 -1.55 -1.05
C -3.68 -1.75 0.14
C -3.91 -2.96 1.00
O -2.63 -3.52 1.27
C -2.70 -0.82 0.45
C -1.98 -0.80 1.71
N -0.97 -0.03 1.82
C -0.31 0.45 2.97
C -0.18 -0.08 4.26
C 0.39 0.77 5.18
C 0.79 2.07 4.84
C 0.67 2.55 3.55
C 0.14 1.70 2.58
I 0.20 3.93 0.21
C -2.51 0.26 -0.49
O -1.55 1.10 -0.38
H -3.99 1.46 -3.34
H -2.42 2.00 -2.64
H -3.92 2.45 -1.86
H -5.18 -2.30 -1.32
H -4.56 -3.66 0.48
H -4.41 -2.67 1.93
H -2.74 -4.35 1.75
H -2.38 -1.36 2.55
H -0.52 -1.07 4.52
H 0.52 0.44 6.21
H 1.20 2.70 5.62
H 0.99 3.56 3.30
```

Charge = +2
E_LUMO (alpha / beta) = -6.83 / -9.25 eV
E = -3854.52224 a.u.
Frontier orbital gap (alpha / beta) = 7.273 / 4.818 eV
Spin multiplicity = 2
HOMO (alpha / beta) = -14.1 / -14.1 eV

***

(10)
A 2-piece molecular cluster, N4S overall in a non-equilibrium geometry, computed with ωB97M-V/def2-TZVPD.

Structure (XYZ):
```
5
Properties=species:S:1:pos:R:3
N -0.24 -0.85 -0.03
N -1.25 -0.30 0.09
S -2.61 0.30 -0.02
N 1.51 0.54 0.00
N 2.59 0.31 -0.03
```

Charge = 0
E_LUMO = 0.19 eV
E = -617.19831 a.u.
Frontier orbital gap = 10.072 eV
SMILES = N#[N+][S-].N#N
HOMO = -9.9 eV

***

(11)
C14H16F5O4RuS as an isolated structure in a non-equilibrium geometry, computed with ωB97M-V/def2-TZVPD.

Structure (XYZ):
```
41
Properties=species:S:1:pos:R:3
Ru -0.01 0.16 -0.11
C 2.11 1.96 0.80
C 1.68 2.39 -0.58
O 0.27 2.13 -0.60
C -0.55 2.53 -1.74
C -2.00 2.32 -1.30
O -1.93 1.32 -0.28
C -3.05 0.77 0.41
C -2.55 0.55 1.84
O -1.12 0.25 1.84
C -0.30 1.07 2.68
C 1.10 0.52 2.53
O 1.53 0.64 1.13
H 1.73 2.67 1.53
H 3.19 1.87 0.89
H 2.18 1.83 -1.37
H 1.86 3.46 -0.71
H -0.29 1.90 -2.59
H -0.34 3.58 -1.97
H -2.63 2.01 -2.14
H -2.40 3.23 -0.86
H -3.37 -0.15 -0.07
H -3.88 1.48 0.42
H -3.06 -0.30 2.30
H -2.71 1.43 2.46
H -0.62 1.00 3.72
H -0.36 2.11 2.35
H 1.13 -0.55 2.74
H 1.82 1.04 3.16
F 1.15 -6.29 -0.84
C 1.10 -5.00 -1.10
C 1.69 -4.50 -2.25
F 2.30 -5.31 -3.08
C 1.65 -3.13 -2.51
F 2.21 -2.66 -3.61
C 1.00 -2.26 -1.64
S 0.90 -0.55 -1.99
C 0.43 -2.81 -0.51
F -0.22 -1.96 0.37
C 0.46 -4.15 -0.21
F -0.10 -4.61 0.89
```

Charge = +2
E_LUMO (alpha / beta) = -7.96 / -8.65 eV
E = -1835.71059 a.u.
Frontier orbital gap (alpha / beta) = 7.023 / 6.548 eV
Spin multiplicity = 2
HOMO (alpha / beta) = -15.0 / -15.2 eV

***

(12)
C4H2O2Pb as an isolated structure in a non-equilibrium geometry, computed with ωB97M-V/def2-TZVPD.

Structure (XYZ):
```
9
Properties=species:S:1:pos:R:3
H 2.37 0.53 1.27
C 1.36 0.26 0.98
C 0.97 -0.96 0.59
O 0.57 1.35 1.11
O -0.76 1.21 0.67
Pb -1.21 0.16 -0.93
C 0.28 -1.35 -1.35
C 0.25 -1.85 -0.07
H 1.09 -1.59 -2.05
```

Charge = 0
E_LUMO (alpha / beta) = -1.18 / -1.18 eV
E = -496.58881 a.u.
Frontier orbital gap (alpha / beta) = 6.444 / 6.445 eV
HOMO (alpha / beta) = -7.6 / -7.6 eV